Record 1
{"formula": "HNO3S", "method": "the ωB97M-V functional and the def2-TZVPD basis", "energy_ev": -18480.1897, "orbital_gap_ha": [0.2957, 0.2955], "relative_energy_kj_mol": 45.8, "e_lumo_ev": [-0.6, -1.3], "total_charge": 0, "species": ["N", "O", "O", "O", "S", "H"], "xyz": [[0.1326, -2.0692, 0.4716], [2.3815, -0.2076, -0.9303], [0.6707, 0.9464, 0.6948], [-0.4875, -1.9451, -0.5177], [1.8399, -0.1963, 0.4159], [-0.1895, 0.6102, 0.2174]]}


Record 2
{"formula": "HNO6S2", "method": "the ωB97M-V functional and the def2-TZVPD basis", "energy_ev": -35456.9378, "orbital_gap_ha": 0.3710, "relative_energy_kj_mol": 0.0, "e_lumo_ev": -0.6, "total_charge": 0, "species": ["N", "O", "O", "O", "O", "O", "O", "S", "S", "H"], "xyz": [[0.6240, 1.3522, -0.1416], [1.0076, 1.9405, 0.8214], [-0.2913, 1.6753, -0.8622], [0.4600, -1.0125, 0.8288], [2.6163, -0.2806, 0.1013], [-1.8547, -0.1698, 0.4351], [-1.0732, -1.8755, -0.9271], [-1.1828, -1.5884, 0.4685], [1.3078, -0.4283, -0.4022], [-1.6136, 0.3871, -0.3219]]}


Record 3
{"formula": "HNOS", "method": "the ωB97M-V functional and the def2-TZVPD basis", "energy_ev": -14387.1140, "orbital_gap_ha": 0.3582, "relative_energy_kj_mol": 57.7, "e_lumo_ev": -1.2, "total_charge": 0, "species": ["N", "O", "S", "H"], "xyz": [[0.4725, -0.2140, 0.5575], [-0.3364, -0.0114, -1.8351], [-0.5386, 0.4615, -0.3029], [0.4025, -0.2361, 1.5804]]}


Record 4
{"formula": "HNP2", "method": "the ωB97M-V functional and the def2-TZVPD basis", "energy_ev": -20078.6487, "orbital_gap_ha": [0.2464, 0.2456], "relative_energy_kj_mol": 303.9, "e_lumo_ev": [-1.6, -1.6], "total_charge": 0, "species": ["N", "P", "P", "H"], "xyz": [[0.1865, -1.3995, -0.0816], [1.6326, 0.6623, -0.0870], [-0.2484, 0.0394, -0.1138], [-1.5707, 0.6978, 0.2824]]}


Record 5
{"formula": "HO2S2", "method": "the ωB97M-V functional and the def2-TZVPD basis", "energy_ev": -25777.2659, "orbital_gap_ha": [0.2382, 0.2381], "relative_energy_kj_mol": 516.8, "e_lumo_ev": [2.2, 2.2], "total_charge": -1, "species": ["O", "O", "S", "S", "H"], "xyz": [[0.0385, 0.0312, 1.5657], [0.1604, -2.3291, -0.8782], [-1.3595, 1.3607, -0.5743], [-0.0151, 0.0890, 0.1082], [1.1758, 0.8481, -0.2215]]}


Record 6
{"formula": "HO3PS2", "method": "the ωB97M-V functional and the def2-TZVPD basis", "energy_ev": -37117.5218, "orbital_gap_ha": 0.2609, "relative_energy_kj_mol": 156.1, "e_lumo_ev": -2.1, "total_charge": 0, "species": ["O", "O", "O", "P", "S", "S", "H"], "xyz": [[0.2176, 1.1919, 0.2638], [0.5498, -1.2510, 0.7985], [-1.5239, -0.4323, -0.3717], [-0.5896, -0.3186, 0.9666], [1.7447, 1.0699, -0.0879], [1.7362, -0.6300, -1.0277], [-2.1348, 0.3700, -0.5416]]}


Record 7
{"formula": "HO5P", "method": "the ωB97M-V functional and the def2-TZVPD basis", "energy_ev": -19540.4327, "orbital_gap_ha": 0.2003, "relative_energy_kj_mol": 123.9, "e_lumo_ev": 7.4, "total_charge": -2, "species": ["O", "O", "O", "O", "O", "P", "H"], "xyz": [[1.8243, -0.4527, -1.2759], [-0.7313, -0.5140, -1.2895], [0.6981, -1.6605, 0.6119], [-1.2304, 1.2435, 1.1010], [0.1169, 1.5996, 0.9307], [0.5599, -0.7666, -0.5751], [-1.2375, 0.5506, 0.4968]]}


Record 8
{"formula": "HO5S2", "method": "the ωB97M-V functional and the def2-TZVPD basis", "energy_ev": -31925.4422, "orbital_gap_ha": 0.3256, "relative_energy_kj_mol": 33.9, "e_lumo_ev": 3.6, "total_charge": -1, "species": ["O", "O", "O", "O", "O", "S", "S", "H"], "xyz": [[1.9933, 0.2013, 0.9680], [0.0560, 0.9138, -0.7024], [-1.7128, -0.7075, -0.0212], [-1.6638, 1.8498, 0.7470], [1.2832, -1.4904, -0.7248], [-0.7311, 0.7009, 0.5934], [1.7490, -0.1700, -0.4373], [-0.9739, -1.2980, -0.4229]]}


Record 9
{"formula": "HOTl", "method": "the ωB97M-V functional and the def2-TZVPD basis", "energy_ev": -6728.9471, "orbital_gap_ha": 0.1065, "relative_energy_kj_mol": 0.0, "e_lumo_ev": -19.4, "total_charge": 2, "species": ["Tl", "O", "H"], "xyz": [[-1.3620, 0.9059, -3.2324], [0.7388, -0.0522, 1.3429], [0.6232, -0.8537, 1.8895]]}


Record 10
{"formula": "HfIY", "method": "the ωB97M-V functional and the def2-TZVPD basis", "energy_ev": -10337.1604, "orbital_gap_ha": 0.2371, "relative_energy_kj_mol": 3.5, "e_lumo_ev": -31.3, "total_charge": 6, "species": ["Y", "Hf", "I"], "xyz": [[-5.1170, 44.1931, 2.7856], [-7.1219, 45.7396, 8.0090], [-5.6612, 44.6083, 5.7172]]}


Record 11
{"formula": "HgIO2V", "method": "the ωB97M-V functional and the def2-TZVPD basis", "energy_ev": -42035.2146, "orbital_gap_ha": 0.2245, "relative_energy_kj_mol": 68.9, "e_lumo_ev": -13.6, "total_charge": 2, "species": ["Hg", "O", "V", "O", "I"], "xyz": [[3.9872, -0.4853, -0.1989], [-1.5301, 0.0862, 1.6088], [-1.3979, 0.7513, 0.1639], [-2.3078, -0.2455, -0.8180], [1.2485, -0.1067, -0.7558]]}


Record 12
{"formula": "I2OS", "method": "the ωB97M-V functional and the def2-TZVPD basis", "energy_ev": -29082.5272, "orbital_gap_ha": [0.2979, 0.2278], "relative_energy_kj_mol": 81.9, "e_lumo_ev": [-2.0, -3.2], "total_charge": 0, "species": ["O", "S", "I", "I"], "xyz": [[1.1203, 0.5616, -1.1439], [0.6770, -0.4440, -0.2232], [-2.7347, -0.4785, -0.6477], [0.9374, 0.3609, 2.0149]]}


Record 13
{"formula": "IN4O12Rb", "method": "the ωB97M-V functional and the def2-TZVPD basis", "energy_ev": -39267.8802, "orbital_gap_ha": 0.2278, "relative_energy_kj_mol": 53.6, "e_lumo_ev": 8.0, "total_charge": -4, "species": ["Rb", "I", "N", "O", "O", "O", "N", "O", "O", "O", "N", "O", "O", "O", "N", "O", "O", "O"], "xyz": [[-0.6269, -0.3131, -0.7175], [-2.0172, 0.4418, -3.9116], [-3.5712, -2.6257, 2.2151], [-3.8313, -2.8044, 3.3770], [-2.8963, -3.5210, 1.9244], [-3.9657, -1.6447, 1.5314], [-0.8235, 5.3544, -0.4450], [-1.6618, 6.2716, -0.2281], [-0.7968, 4.3088, 0.0876], [-0.0308, 5.5965, -1.3721], [1.7164, -3.4965, -0.9915], [1.1169, -3.2252, 0.0033], [2.7489, -4.1867, -1.1161], [1.0858, -3.5074, -2.0478], [3.4064, 0.7874, 0.4084], [3.6184, -0.0825, 1.2167], [3.2358, 2.0985, 0.7953], [3.2929, 0.5483, -0.7294]]}


Record 14
{"formula": "INa", "method": "the ωB97M-V functional and the def2-TZVPD basis", "energy_ev": -12518.3641, "orbital_gap_ha": 0.2414, "relative_energy_kj_mol": 4.0, "e_lumo_ev": -1.3, "total_charge": 0, "species": ["Na", "I"], "xyz": [[0.4113, -0.7615, -1.1641], [-0.4113, 0.7615, 1.1641]]}


Record 15
{"formula": "IV", "method": "the ωB97M-V functional and the def2-TZVPD basis", "energy_ev": -33764.4608, "orbital_gap_ha": [0.2671, 0.2470], "s2": 6.01, "relative_energy_kj_mol": 3.9, "e_lumo_ev": [-13.4, -13.7], "total_charge": 2, "spin_multiplicity": 5, "species": ["V", "I"], "xyz": [[7.2822, -8.6398, -16.9732], [9.4850, -10.2568, -15.9471]]}


Record 16
{"formula": "IZn", "method": "the ωB97M-V functional and the def2-TZVPD basis", "energy_ev": -56509.3057, "orbital_gap_ha": 0.2206, "relative_energy_kj_mol": 78.0, "e_lumo_ev": -8.9, "total_charge": 1, "species": ["Zn", "I"], "xyz": [[1.0086, 4.4690, -19.2135], [0.4992, 6.6266, -21.0317]]}


Record 17
{"formula": "Li4O16S4", "method": "the ωB97M-V functional and the def2-TZVPD basis", "energy_ev": -76923.8249, "orbital_gap_ha": 0.1162, "relative_energy_kj_mol": 0.0, "e_lumo_ev": 7.3, "total_charge": -4, "species": ["Li", "Li", "Li", "Li", "S", "O", "O", "O", "O", "S", "O", "O", "O", "O", "S", "O", "O", "O", "O", "S", "O", "O", "O", "O"], "xyz": [[-8.2228, 10.4752, -4.8074], [-5.5338, 10.3457, -4.2281], [-9.1244, 8.7187, -7.0286], [-10.0961, 8.5895, -4.2392], [-7.0642, 11.7670, -1.9369], [-6.8593, 11.1170, -0.5996], [-8.0287, 12.8772, -1.8024], [-5.7635, 12.2777, -2.4591], [-7.5482, 10.7017, -2.8875], [-10.7569, 11.1324, -5.6681], [-10.4824, 9.6393, -5.7451], [-10.4747, 11.8541, -6.9068], [-12.1904, 11.3067, -5.2973], [-9.8206, 11.5821, -4.6177], [-7.1223, 7.7207, -5.2938], [-7.0434, 6.4170, -4.6051], [-5.9297, 8.5633, -5.0335], [-7.2863, 7.6360, -6.7642], [-8.2821, 8.4841, -4.7461], [-6.7753, 11.1824, -6.9128], [-7.0455, 12.4203, -7.6693], [-8.0230, 10.3693, -6.7751], [-5.6773, 10.4193, -7.5406], [-6.5087, 11.5657, -5.4821]]}


Record 18
{"formula": "N2", "method": "the ωB97M-V functional and the def2-TZVPD basis", "energy_ev": -2981.0710, "orbital_gap_ha": 0.6242, "smiles": "N#N", "relative_energy_kj_mol": 0.7, "e_lumo_ev": 2.2, "total_charge": 0, "species": ["N", "N"], "xyz": [[0.0000, 0.0000, 0.5400], [0.0000, 0.0000, -0.5400]]}


Record 19
{"formula": "N2O2S", "method": "the ωB97M-V functional and the def2-TZVPD basis", "energy_ev": -17905.5127, "orbital_gap_ha": [0.2598, 0.2599], "relative_energy_kj_mol": 508.1, "e_lumo_ev": [-0.9, -0.9], "total_charge": 0, "species": ["N", "N", "O", "O", "S"], "xyz": [[-2.1339, -0.2901, -0.0874], [-1.1699, 0.2666, -0.0025], [2.0367, -0.4924, -0.6934], [-0.0769, 0.7796, 0.2274], [1.6595, -0.1877, 0.6827]]}


Record 20
{"formula": "N2O4", "method": "the ωB97M-V functional and the def2-TZVPD basis", "energy_ev": -11162.8637, "orbital_gap_ha": 0.3731, "smiles": "O=NO[N+](=O)[O-]", "relative_energy_kj_mol": 50.1, "e_lumo_ev": -1.3, "total_charge": 0, "species": ["N", "N", "O", "O", "O", "O"], "xyz": [[0.6976, -0.4005, 0.8264], [-0.7456, 0.8688, -1.1697], [1.5176, 0.4554, 0.7119], [-0.4448, -0.2611, -0.1142], [-1.6692, 0.5939, -1.7767], [0.6354, -1.3197, 1.5774]]}